This record from OMol25 describes 3 unconnected molecules or ions with the total composition C19H41N4O6 at a distorted geometry. The level of theory is wB97M-V/def2-TZVPD.

Output
HOMO-LUMO gap: 6.104 eV
HOMO level: -0.401 hartree
strongest force on any atom: 0.0418 hartree/bohr
E: -38602.8481 eV
LUMO level: -4.813 eV
total charge: +1

Structure (XYZ):
```
70
Properties=species:S:1:pos:R:3:forces:R:3:mulliken_charge:R:1
C -7.456 -0.549 0.528 0.2 0.4 -0.4 -0.94
C -7.370 0.769 -0.257 -0.5 -0.6 0.8 -0.25
O -7.951 0.612 -1.537 0.6 0.5 0.2 -0.39
C -7.031 0.359 -2.573 -0.5 -0.2 -1.0 -0.20
C -7.061 -1.111 -3.045 0.3 0.5 0.7 -0.79
O -5.925 -1.860 -2.627 -0.2 0.0 -0.3 -0.42
C -4.760 -1.610 -3.390 0.2 -0.2 0.5 -0.63
C -3.659 -1.113 -2.436 -0.3 0.1 -1.0 -0.23
O -2.456 -1.844 -2.651 0.4 0.2 0.0 -0.41
C -1.601 -1.889 -1.544 -0.3 -0.3 0.7 -0.95
C -1.495 -0.580 -0.782 0.3 -1.2 -1.8 0.79
C -1.076 0.585 -1.470 -0.2 0.0 0.5 -0.30
N -0.987 1.724 -0.857 0.2 0.2 -0.4 -0.87
N -1.319 1.710 0.422 0.2 1.2 0.9 0.38
C -1.689 0.684 1.155 -0.3 -1.1 0.0 0.05
O -1.964 0.888 2.433 -0.2 0.6 -0.2 -0.51
C -1.786 -0.556 0.528 -0.1 0.4 0.7 -0.12
H -7.181 -1.379 -0.120 0.1 -0.1 0.1 0.23
H -8.486 -0.683 0.846 0.0 -0.2 0.1 0.32
H -6.792 -0.531 1.394 -0.1 0.0 0.1 0.30
H -6.348 1.158 -0.300 0.1 -0.1 -0.3 0.24
H -7.954 1.503 0.298 -0.1 0.2 -0.2 0.33
H -7.348 0.963 -3.428 -0.1 0.2 0.1 0.33
H -6.011 0.679 -2.340 0.0 -0.1 0.3 0.19
H -7.167 -1.139 -4.130 -0.1 -0.2 0.0 0.39
H -7.916 -1.558 -2.548 -0.2 -0.2 -0.3 0.45
H -4.433 -2.535 -3.867 0.1 0.0 0.0 0.35
H -4.935 -0.864 -4.166 -0.1 0.0 -0.1 0.34
H -3.461 -0.069 -2.704 0.0 0.2 0.5 0.19
H -4.066 -1.209 -1.428 0.2 0.0 0.2 0.41
H -0.592 -2.201 -1.820 0.0 0.0 -0.4 0.33
H -1.959 -2.644 -0.834 0.0 0.0 0.0 0.45
H -0.835 0.562 -2.520 0.1 0.1 -0.1 0.68
H -1.278 2.610 0.898 0.1 0.0 -0.2 0.32
H -2.783 0.416 2.645 0.2 -0.1 0.4 0.36
H -2.101 -1.437 1.064 0.0 -0.1 0.1 0.56
C 4.823 -0.574 -0.937 0.0 0.2 0.0 -1.38
C 3.706 -0.969 -1.898 0.2 -0.2 0.2 0.18
C 2.303 -0.843 -1.285 -0.1 0.1 -0.3 -0.35
O 1.948 -1.887 -0.395 -0.3 0.3 0.1 -0.37
C 2.425 -1.727 0.931 -0.1 -0.3 0.0 -0.84
N 3.966 -2.320 -2.400 -0.4 0.1 0.0 -0.72
H 5.004 -1.333 -0.177 0.0 0.0 0.0 0.15
H 5.756 -0.442 -1.483 0.0 -0.1 0.0 0.43
H 4.600 0.369 -0.433 0.0 0.0 0.0 0.26
H 3.748 -0.281 -2.748 -0.1 0.0 0.0 0.47
H 1.571 -0.901 -2.100 0.0 -0.1 0.0 0.24
H 2.165 0.137 -0.802 0.1 0.0 0.1 0.36
H 2.437 -0.677 1.239 0.1 0.0 -0.1 0.32
H 3.423 -2.156 1.033 0.0 0.1 0.1 0.27
H 1.759 -2.278 1.596 0.0 0.0 -0.1 0.39
H 3.279 -2.553 -3.113 0.1 0.0 -0.1 0.29
H 3.769 -2.975 -1.648 0.2 0.0 0.0 0.31
C 5.904 2.616 4.793 -0.1 0.1 0.1 -1.39
C 6.396 2.996 3.400 0.0 -0.3 0.2 0.31
C 5.516 2.449 2.266 0.1 0.3 -0.2 -0.71
O 5.699 1.072 1.985 -0.4 0.0 0.1 -0.33
C 4.972 0.199 2.829 0.3 -0.1 -0.1 -0.57
N 7.794 2.580 3.263 -0.1 0.0 -0.3 -0.74
H 6.113 1.574 5.034 0.0 0.0 -0.1 0.27
H 6.403 3.224 5.546 0.0 0.0 0.0 0.35
H 4.828 2.782 4.889 0.0 0.0 0.0 0.34
H 6.364 4.088 3.331 0.0 0.0 -0.1 0.43
H 5.793 2.970 1.345 0.0 -0.1 0.0 0.34
H 4.454 2.666 2.445 0.0 -0.1 0.1 0.42
H 4.002 0.622 3.113 0.0 0.1 0.1 0.30
H 5.550 -0.048 3.722 -0.2 0.0 0.1 0.26
H 4.801 -0.729 2.283 0.0 0.0 -0.1 0.11
H 8.157 2.916 2.376 0.1 0.1 0.1 0.28
H 7.806 1.568 3.164 0.0 0.0 0.1 0.33
```
Forces are in eV/Å.